C68H55N8O4PV | wB97M-V/def2-TZVPD

Properties
- HOMO-LUMO gap (spin up / spin down) (eV) = 4.67 / 4.65
- total energy (eV) = -126489.654
- expectation value of S² = 0.900
- spin multiplicity = 2
- HOMO (spin up / spin down) (eV) = -4.725 / -4.759
- E_LUMO (spin up / spin down) (eV) = -0.06 / -0.11

Last column: Löwdin charge in e.
Atoms and positions in Å:
V -0.41 -0.51 0.09  0.71
C 4.80 3.20 -7.35  -0.09
O 5.47 2.95 -6.13  -0.09
C 4.75 2.47 -5.07  -0.27
C 3.37 2.47 -4.99  -0.01
C 2.74 1.97 -3.87  -0.04
C 3.46 1.43 -2.81  -0.19
C 4.85 1.44 -2.90  -0.01
C 5.49 1.96 -4.00  0.01
C 2.75 0.82 -1.67  -0.08
C 3.16 -0.36 -1.16  -0.17
C 4.18 -1.39 -1.29  0.02
C 3.53 -2.13 -0.36  0.00
C 1.17 -1.44 -0.46  -0.32
N 2.51 -1.14 -0.12  0.04
C 0.96 -2.43 -1.59  -0.07
C 0.53 -3.33 -0.60  -0.18
C 0.60 -4.58 0.00  -0.01
C 0.52 -4.38 1.37  0.00
C 0.41 -3.00 1.65  -0.18
C 0.01 -2.42 2.87  -0.08
C 0.00 -3.32 4.04  -0.21
C -1.19 -3.63 4.71  -0.03
C -1.20 -4.57 5.72  0.00
C -0.03 -5.22 6.11  -0.28
O -0.14 -6.18 7.07  -0.09
C 0.97 -7.00 7.32  -0.10
C 1.17 -4.86 5.49  -0.02
C 1.17 -3.93 4.47  -0.02
C -0.38 -1.08 2.99  -0.22
N -0.32 -0.17 1.98  0.02
C -0.51 1.07 2.51  -0.27
C -0.24 2.26 1.84  -0.09
C -0.09 3.49 2.64  -0.18
C -0.64 4.73 2.31  -0.04
C -0.37 5.86 3.05  0.00
C 0.47 5.79 4.16  -0.28
O 0.68 6.96 4.84  -0.09
C 1.63 6.96 5.88  -0.10
C 1.04 4.57 4.50  -0.01
C 0.76 3.45 3.75  -0.02
C 0.35 2.29 0.54  -0.27
C 0.91 3.44 -0.06  -0.02
C 1.74 3.00 -1.06  -0.03
C 1.70 1.59 -1.04  -0.25
N 0.80 1.16 -0.11  0.02
C -0.86 0.92 3.89  -0.02
C -0.78 -0.41 4.19  0.01
N 0.41 -2.35 0.43  -0.04
C 1.67 -2.56 -2.83  -0.21
C 1.84 -1.47 -3.69  -0.03
C 2.80 -1.49 -4.67  0.00
C 3.60 -2.62 -4.85  -0.28
O 4.64 -2.51 -5.74  -0.10
C 5.70 -3.42 -5.59  -0.10
C 3.31 -3.77 -4.12  -0.03
C 2.35 -3.75 -3.13  -0.03
H 5.57 3.52 -8.04  0.09
H 4.04 3.98 -7.26  0.09
H 4.32 2.29 -7.73  0.10
H 2.76 2.86 -5.80  0.10
H 1.66 1.98 -3.82  0.10
H 5.44 1.05 -2.08  0.12
H 6.57 1.98 -4.06  0.12
H 5.09 -1.49 -1.84  0.10
H 3.63 -3.09 0.11  0.12
H 0.75 -5.53 -0.49  0.09
H 0.51 -5.14 2.12  0.11
H -2.11 -3.15 4.40  0.12
H -2.13 -4.84 6.20  0.11
H 0.60 -7.81 7.95  0.09
H 1.77 -6.47 7.85  0.09
H 1.38 -7.42 6.39  0.09
H 2.10 -5.30 5.80  0.10
H 2.11 -3.67 4.00  0.13
H -1.29 4.81 1.45  0.10
H -0.78 6.81 2.78  0.12
H 1.62 7.97 6.29  0.09
H 2.63 6.72 5.51  0.10
H 1.36 6.26 6.68  0.09
H 1.72 4.48 5.33  0.10
H 1.23 2.51 4.01  0.13
H 0.75 4.46 0.23  0.10
H 2.37 3.61 -1.69  0.11
H -1.15 1.72 4.54  0.11
H -0.93 -0.88 5.14  0.11
H 1.22 -0.59 -3.55  0.11
H 2.98 -0.62 -5.29  0.11
H 6.58 -2.94 -6.02  0.09
H 5.51 -4.36 -6.12  0.09
H 5.90 -3.64 -4.54  0.09
H 3.85 -4.69 -4.31  0.10
H 2.18 -4.63 -2.53  0.11
C -4.46 2.49 3.34  -0.07
C -4.04 3.43 2.42  -0.06
C -3.38 3.04 1.27  -0.10
C -3.16 1.69 1.02  -0.35
C -3.57 0.74 1.96  -0.10
C -4.22 1.15 3.11  -0.07
P -2.23 1.06 -0.42  1.13
C -3.59 0.21 -1.32  -0.35
C -3.23 -0.63 -2.37  -0.10
C -4.21 -1.19 -3.18  -0.07
C -5.55 -0.90 -2.95  -0.10
C -5.91 -0.05 -1.92  -0.10
C -4.93 0.49 -1.10  -0.11
C -2.24 2.42 -1.64  -0.31
C -1.15 2.51 -2.50  -0.09
C -1.09 3.49 -3.47  -0.06
C -2.14 4.39 -3.60  -0.08
C -3.26 4.27 -2.80  -0.07
C -3.32 3.28 -1.83  -0.10
H -4.99 2.80 4.23  0.10
H -4.22 4.48 2.59  0.11
H -3.04 3.78 0.56  0.09
H -3.36 -0.30 1.79  0.09
H -4.51 0.41 3.85  0.11
H -2.18 -0.85 -2.54  0.10
H -3.92 -1.86 -3.98  0.11
H -6.30 -1.34 -3.58  0.10
H -6.95 0.19 -1.75  0.11
H -5.21 1.13 -0.27  0.11
H -0.34 1.79 -2.39  0.08
H -0.23 3.56 -4.12  0.10
H -2.07 5.18 -4.33  0.10
H -4.09 4.94 -2.92  0.10
H -4.21 3.19 -1.23  0.10
N -5.63 -2.69 -0.09  0.20
C -4.73 -3.72 -0.07  -0.45
N -5.23 -4.98 -0.21  0.17
N -3.45 -3.57 0.08  0.17
C -2.74 -2.51 0.13  -0.21
N -1.98 -1.63 0.18  0.09
H -6.52 -2.87 -0.53  0.11
H -5.26 -1.76 -0.24  0.07
H -6.20 -5.13 0.00  0.11
H -4.60 -5.72 0.07  0.11